Record 1
A molecular structure, C59H38BrCl4N6RbSe at a distorted geometry, computed with the ωB97M-V functional and the def2-TZVPD basis.

## Properties
- Kohn-Sham gap (alpha / beta) (eV) = 4.205 / 3.964
- net charge = -2

Each line ends with the Löwdin charge.
Element x y z (Å)
Rb -0.36 -0.38 -1.41  0.680
Cl -2.24 -10.15 0.74  0.652
C -1.67 -8.60 0.32  -0.727
C -0.66 -7.97 1.03  -0.099
C -0.29 -6.67 0.66  -0.013
C -1.00 -6.01 -0.35  -0.191
C -1.84 -6.79 -1.17  -0.026
C -2.27 -8.07 -0.84  -0.110
C -0.79 -4.57 -0.56  -0.087
C -1.72 -3.64 0.03  -0.270
C -3.16 -3.85 0.12  -0.009
C -3.60 -2.79 0.92  -0.071
C -2.49 -1.99 1.23  -0.245
C -2.41 -0.79 2.11  -0.023
C -3.50 -0.26 2.94  -0.157
C -4.52 -1.09 3.44  -0.036
C -5.48 -0.58 4.27  -0.145
C -5.37 0.66 4.88  -0.761
Cl -6.37 0.97 6.17  0.685
C -4.35 1.51 4.39  -0.109
C -3.49 1.10 3.41  -0.043
C -1.16 -0.14 2.44  -0.287
N -0.21 0.34 1.58  0.071
C 0.75 0.95 2.32  -0.213
C 1.94 1.72 1.68  -0.153
C 3.03 2.28 2.57  -0.101
C 3.89 3.27 1.98  -0.017
C 5.07 3.69 2.52  -0.101
C 5.26 3.51 3.92  -0.684
Cl 6.43 4.52 4.71  0.616
C 4.39 2.65 4.55  -0.120
C 3.35 1.95 3.89  -0.015
C 2.56 0.92 0.49  -0.176
C 3.08 1.78 -0.65  -0.227
C 3.19 0.72 -1.68  -0.014
C 2.99 -0.53 -1.17  -0.224
N 2.64 -0.36 0.28  0.208
C 3.06 -1.81 -1.82  -0.105
C 2.23 -2.92 -1.47  -0.304
C 2.75 -4.28 -1.30  -0.015
C 1.59 -5.01 -1.19  -0.056
C 0.47 -4.14 -1.04  -0.258
N 0.87 -2.86 -1.41  0.013
C 4.09 -1.96 -2.85  -0.136
C 5.32 -1.20 -2.90  -0.010
C 6.31 -1.50 -3.85  -0.137
C 6.16 -2.61 -4.68  -0.749
Cl 7.46 -2.91 -5.69  0.671
C 5.01 -3.45 -4.58  -0.089
C 3.91 -3.03 -3.83  -0.015
C 0.37 0.97 3.70  -0.068
C -0.81 0.27 3.80  -0.075
N -1.36 -2.45 0.54  0.074
H -0.27 -8.46 1.90  0.093
H 0.52 -6.09 1.13  0.134
H -2.15 -6.39 -2.08  0.097
H -3.05 -8.69 -1.31  0.096
H -3.74 -4.53 -0.46  0.080
H -4.58 -2.59 1.37  0.080
H -4.55 -2.12 3.11  0.094
H -6.39 -1.18 4.50  0.109
H -4.24 2.57 4.81  0.125
H -2.65 1.72 3.14  0.114
H 3.61 3.72 1.03  0.115
H 5.75 4.33 1.96  0.102
H 4.55 2.44 5.58  0.088
H 2.82 1.13 4.44  0.118
H 4.03 2.24 -0.47  0.148
H 3.40 0.95 -2.71  0.109
H 3.81 -4.54 -1.40  0.108
H 1.56 -6.08 -1.05  0.086
H 5.54 -0.50 -2.12  0.103
H 7.20 -0.90 -3.97  0.087
H 4.96 -4.26 -5.24  0.075
H 2.92 -3.47 -3.95  0.118
H 0.93 1.50 4.41  0.053
H -1.39 0.14 4.70  0.097
Br 0.81 2.57 -3.84  0.718
C 1.94 3.84 -3.00  -0.656
C 2.25 5.01 -3.64  -0.192
C 2.33 6.25 -3.00  -0.141
C 1.90 6.31 -1.69  -0.088
C 1.49 5.15 -1.03  -0.217
C 0.94 5.24 0.29  -0.063
C 1.03 4.20 1.18  -0.037
C 1.32 2.83 0.65  -0.202
C 2.11 2.85 -0.63  -0.155
C 1.89 3.89 -1.60  -0.204
H 2.42 4.88 -4.68  0.074
H 2.59 7.13 -3.50  0.054
H 1.79 7.25 -1.16  0.094
H 0.62 6.29 0.61  0.116
H 0.88 4.35 2.23  0.096
H 0.37 2.35 0.35  0.125
C -3.20 4.03 -1.66  -0.043
N -4.36 3.18 -1.49  -0.135
C -4.95 2.90 -0.26  -0.028
C -5.94 1.99 -0.53  -0.045
N -6.01 1.83 -1.91  -0.144
C -6.97 1.05 -2.65  -0.063
C -4.95 2.47 -2.47  -0.749
Se -4.44 2.38 -4.27  0.501
H -3.37 4.78 -2.43  0.082
H -2.28 3.49 -1.81  0.091
H -3.05 4.67 -0.77  0.100
H -4.51 3.26 0.65  0.121
H -6.75 1.66 0.10  0.118
H -7.30 1.67 -3.46  0.061
H -7.82 0.70 -2.06  0.091
H -6.44 0.16 -3.02  0.095

Record 2
A molecular structure, C23H29N6O6Sn, computed with the ωB97M-V functional and the def2-TZVPD basis.

## Properties
- Kohn-Sham gap (eV) = 8.611
- net charge = +1

Each line ends with the Löwdin charge.
Element x y z (Å)
Sn 0.65 2.05 0.65  1.351
C -3.47 0.20 2.19  0.041
C -2.51 -0.91 2.04  -0.238
O -1.29 -0.61 1.52  0.102
C -2.58 -2.23 2.34  0.079
C -1.34 -2.78 1.98  -0.195
C -0.83 -4.17 2.06  0.021
N -0.59 -1.81 1.51  -0.041
N 0.64 -1.99 0.99  0.174
C 1.54 -1.04 0.99  -0.435
O 1.48 0.17 1.40  -0.253
C 2.85 -1.47 0.41  -0.169
C 2.94 -2.56 -0.46  -0.033
C 4.17 -2.93 -0.98  -0.070
C 5.31 -2.23 -0.62  -0.070
C 5.23 -1.15 0.24  -0.062
C 3.99 -0.76 0.75  -0.030
H -3.24 1.00 1.49  0.073
H -3.44 0.59 3.20  0.109
H -4.48 -0.16 1.99  0.108
H -3.42 -2.76 2.76  0.138
H -1.63 -4.85 2.34  0.094
H -0.03 -4.23 2.79  0.104
H -0.41 -4.47 1.10  0.095
H 2.04 -3.10 -0.73  0.106
H 4.23 -3.76 -1.66  0.107
H 6.27 -2.52 -1.02  0.109
H 6.12 -0.60 0.52  0.110
H 3.91 0.08 1.43  0.117
O -4.11 5.20 2.65  0.142
C -3.47 4.80 3.74  -0.495
O -3.79 5.14 4.85  0.121
C -2.29 3.89 3.56  -0.036
C -1.49 3.54 4.63  0.023
N -0.54 2.73 4.15  0.037
N -0.66 2.50 2.84  0.000
C -1.72 3.22 2.46  -0.177
C -2.12 3.17 1.02  -0.587
O -3.02 3.87 0.60  0.100
O -1.44 2.33 0.31  -0.238
H -3.75 4.78 1.84  0.070
H -1.56 3.83 5.66  0.148
H 0.22 2.30 4.66  0.173
C 1.30 -1.09 -5.09  -0.059
C 0.91 0.32 -4.67  -0.193
N 0.19 0.36 -3.40  -0.064
C -1.25 0.11 -3.42  -0.180
C -1.63 -1.28 -2.92  -0.056
C 0.80 0.65 -2.24  -0.391
C 2.29 0.88 -2.23  0.005
N 0.17 0.72 -1.10  -0.007
H 1.92 -1.06 -5.98  0.084
H 0.42 -1.70 -5.32  0.072
H 1.85 -1.60 -4.30  0.075
H 0.25 0.76 -5.42  0.124
H 1.78 0.96 -4.62  0.111
H -1.58 0.24 -4.45  0.125
H -1.76 0.89 -2.85  0.125
H -1.18 -2.05 -3.54  0.072
H -2.71 -1.40 -2.95  0.084
H -1.29 -1.43 -1.89  0.060
H 2.81 0.15 -2.85  0.090
H 2.66 0.77 -1.21  0.053
H 2.53 1.88 -2.60  0.106
H -0.83 0.59 -1.15  0.040

Record 3
2 unconnected molecules or ions with the total composition C4H8 at a distorted geometry, computed with the ωB97M-V functional and the def2-TZVPD basis.

## Properties
- Kohn-Sham gap (eV) = 5.853

Each line ends with the Löwdin charge.
Element x y z (Å)
C 0.51 -1.26 0.41  -0.068
C 0.00 0.15 0.22  -0.492
C -0.31 0.69 -1.01  -0.017
C 0.07 1.06 1.24  0.085
H 0.43 -1.51 1.46  0.069
H 0.04 -2.01 -0.22  0.071
H 1.56 -1.33 0.10  0.083
H -0.88 0.07 -1.91  -0.077
H -0.21 1.75 -1.26  0.062
H -0.62 1.90 1.22  0.061
H -1.33 -0.64 -2.32  0.158
H 0.76 1.14 2.07  0.066